Entry 1:
Density functional theory data (ωB97M-V with the def2-TZVPD basis set) for a molecular structure, C22H42NP3PrSSe.

```
71
Properties=species:S:1:pos:R:3:lowdin_spin:R:1
Pr -0.25614 -1.52744 0.44835 2.06
P 0.25195 1.40849 1.85455 -0.01
P -2.55237 0.34923 0.37655 -0.01
P 2.40401 -0.49303 0.10122 -0.01
H -1.33418 -3.56927 -4.74031 0.00
C -0.62899 -4.11801 -4.11571 0.00
C -0.44359 -3.90720 -2.80131 0.00
H -1.01463 -3.16219 -2.25884 0.00
C 0.40197 3.04506 0.96902 0.00
C -1.03850 1.85573 3.08224 0.00
C 1.70726 1.58508 2.95991 0.00
C -2.94489 -0.56713 -1.16624 0.00
C -4.08583 0.15075 1.36834 0.00
C -2.87301 2.06497 -0.17885 0.00
C 2.89506 -1.46804 -1.37927 0.00
C 3.69155 -1.02367 1.30144 0.00
C 3.27541 1.06088 -0.29392 0.00
H -0.01788 -4.85238 -4.64421 0.00
H 0.24234 -4.51745 -2.22712 0.00
H 0.50142 3.86707 1.69580 0.00
H -0.48243 3.23781 0.34327 0.00
H 1.30096 3.06747 0.33469 0.00
H -0.94548 2.92400 3.31030 0.00
H -0.90103 1.30129 4.01864 0.00
H -2.04538 1.70012 2.68900 0.00
H 1.81636 2.64453 3.21851 0.00
H 2.62692 1.25843 2.46890 0.00
H 1.56452 1.02531 3.89135 0.00
H -4.03449 -0.56968 -1.25518 0.00
H -2.61872 -1.62307 -1.13839 0.00
H -2.52630 -0.08048 -2.05702 0.00
H -4.89110 0.73103 0.89712 0.00
H -3.93139 0.54270 2.38033 0.00
H -4.39468 -0.89699 1.44059 0.00
H -3.95147 2.14638 -0.37003 0.00
H -2.31764 2.27395 -1.10077 0.00
H -2.60104 2.81468 0.57504 0.00
H 3.97638 -1.33745 -1.51044 0.00
H 2.38959 -1.11301 -2.28871 0.00
H 2.68211 -2.53388 -1.22322 0.00
H 4.53859 -1.36151 0.69417 0.00
H 3.32271 -1.84441 1.92255 0.00
H 4.03550 -0.19977 1.93837 0.00
H 4.24091 0.77290 -0.72799 0.00
H 3.45608 1.66405 0.59834 0.00
H 2.72328 1.65536 -1.02355 0.00
C 0.14428 1.10342 -4.39819 0.00
C -0.49047 -0.15324 -4.61705 0.00
C -0.28205 -0.79061 -5.85638 0.00
C 0.51141 -0.20212 -6.86356 0.00
C 1.13070 1.03937 -6.62777 0.00
C 0.92112 1.69006 -5.41894 0.00
Se 0.05556 2.19650 -2.89504 0.00
H 1.50396 2.08297 -2.53932 0.00
H -1.04754 -0.65669 -3.83398 0.00
H -0.68848 -1.78978 -6.03027 0.00
H 0.68897 -0.72470 -7.81096 0.00
H 1.79175 1.45586 -7.39986 0.00
H 1.45180 2.62452 -5.22274 0.00
S -0.13661 -2.95029 2.73189 -0.01
C -0.30864 -1.76123 4.01983 0.00
N -1.59006 -1.65677 4.55862 0.00
C -1.86408 -0.85907 5.63598 0.00
C -0.85506 -0.14977 6.21574 0.00
C 0.47238 -0.31928 5.78298 0.00
C 0.72958 -1.14030 4.69162 0.00
H -2.35079 -2.11046 4.02826 0.00
H -2.93174 -0.76745 5.88060 0.00
H -1.09000 0.58483 6.99997 0.00
H 1.27078 0.23543 6.28507 0.00
H 1.74952 -1.36243 4.30597 0.00
```

* net charge: +3
* highest occupied orbital energy (alpha / beta): -15.491 / -15.492 eV
* <S²>: 2.005
* electronic energy: -143075.8262 eV
* 2S+1: 3

Entry 2:
Density functional theory data (ωB97M-V with the def2-TZVPD basis set) for a molecular structure, C12H13ClCoI2NO6Si.

```
37
Properties=species:S:1:pos:R:3:lowdin_charge:R:1
Co -0.09705 1.45646 0.70698 0.69
I -2.95690 -2.04688 3.01235 0.95
C -2.76397 -1.44240 1.03905 -0.65
C -3.49707 -2.08097 0.01802 -0.21
C -3.38843 -1.71409 -1.29847 -0.67
I -4.51518 -2.72423 -2.73288 0.93
C -2.51354 -0.66252 -1.66807 -0.20
C -2.27157 -0.16575 -2.96852 -0.01
C -1.38071 0.85420 -3.16681 -0.01
C -0.69851 1.41384 -2.07475 -0.04
N -0.92397 0.97029 -0.86155 0.06
C -1.80151 -0.04634 -0.62928 -0.11
C -1.90658 -0.40784 0.73574 -0.39
O -1.18311 0.28009 1.58769 -0.12
H -4.16268 -2.88704 0.29497 0.08
H -2.79597 -0.60397 -3.80747 0.07
H -1.18503 1.24001 -4.15621 0.12
H 0.02140 2.21210 -2.18408 0.13
O 0.09455 5.02148 1.26576 -0.23
Cl -0.32709 4.01590 0.37889 0.77
O -0.95089 4.51187 -0.78733 -0.25
O 0.81268 3.11398 0.01220 -0.34
O -1.22710 3.03461 1.07270 -0.32
C 3.86341 -0.40209 -0.17222 -0.17
Si 2.46102 -0.65736 1.03620 0.29
C 1.87886 -2.43295 0.97044 -0.16
C 3.02646 -0.24397 2.76921 -0.17
O 1.23432 0.32774 0.61705 -0.33
H 4.70841 -1.05430 0.06249 0.03
H 4.21673 0.63073 -0.14672 0.03
H 3.54185 -0.62403 -1.19215 0.03
H 2.67263 -3.12845 1.25394 0.03
H 1.54594 -2.69771 -0.03609 0.03
H 1.03873 -2.58392 1.65281 0.03
H 3.85391 -0.88744 3.07849 0.03
H 2.21051 -0.38127 3.48238 0.03
H 3.36546 0.79221 2.83522 0.03
```

* highest occupied orbital energy (alpha / beta): -8.454 / -8.454 eV
* electronic energy: -100652.6102 eV
* 2S+1: 1

Entry 3:
Density functional theory data (ωB97M-V with the def2-TZVPD basis set) for CH3ClN2S in the gas phase.

```
8
Properties=species:S:1:pos:R:3:lowdin_charge:R:1
C 0.55783 -0.10229 1.17188 -0.55
N -0.32567 0.89531 -0.73540 0.03
N 0.49502 0.89900 0.38127 -0.19
S -0.02963 -1.60986 1.18214 0.57
Cl -1.38209 -3.22406 0.05154 -0.23
H -0.39792 -0.10735 -1.03536 0.09
H 0.08707 1.42688 -1.50787 0.10
H 0.99539 1.82237 0.49180 0.18
```

* highest occupied orbital energy: -9.355 eV
* electronic energy: -27420.5023 eV
* 2S+1: 1

Entry 4:
Density functional theory data (ωB97M-V with the def2-TZVPD basis set) for a molecular structure, C27H15BrF5INO4RuS.

```
56
Properties=species:S:1:pos:R:3:lowdin_spin:R:1
Ru 0.80110 0.99644 -0.54193 2.31
O 1.63863 -0.76720 0.80028 0.08
C 0.47922 -1.55418 1.21453 0.00
C -0.48310 -1.49322 0.02416 0.01
O -0.98718 -2.44233 -0.49505 0.02
O -0.69384 -0.23440 -0.41280 0.12
C 0.86837 -2.98782 1.53676 0.00
C 1.99351 -3.58240 0.98104 0.00
C 2.30761 -4.90705 1.25518 0.00
C 1.49099 -5.65517 2.08644 0.00
C 0.36122 -5.07041 2.63889 0.00
C 0.05544 -3.74623 2.36782 0.00
C -0.10819 -0.82591 2.41177 0.00
C -1.48218 -0.76981 2.61198 0.00
C -2.00173 -0.13937 3.73400 0.00
C -1.15234 0.44458 4.66365 0.00
C 0.22220 0.39026 4.46913 0.00
C 0.74311 -0.24491 3.34851 0.00
H 2.21862 -1.32331 0.25960 0.00
H 2.66386 -3.04731 0.31538 0.00
H 3.19070 -5.35026 0.81482 0.00
H 1.73434 -6.68654 2.30360 0.00
H -0.28501 -5.64531 3.28888 0.00
H -0.82669 -3.30446 2.81372 0.00
H -2.15887 -1.21830 1.89187 0.00
H -3.07339 -0.10288 3.87887 0.00
H -1.55933 0.93574 5.53778 0.00
H 0.89243 0.82999 5.19641 0.00
H 1.81418 -0.30274 3.20731 0.00
F -0.35692 -1.34587 -6.49704 0.02
C -0.56795 -1.22153 -5.18159 0.08
C -1.13236 0.06816 -4.68370 0.01
F -2.13739 0.64217 -5.27873 0.00
C -0.55009 0.46887 -3.54429 0.04
F -0.88202 1.51979 -2.80555 0.03
C 0.51445 -0.44298 -3.16032 0.01
O 1.30467 -0.32182 -2.23682 0.00
C 0.49950 -1.58684 -4.13604 0.08
F 1.68033 -2.11215 -4.48213 0.02
C -0.75793 -2.37660 -4.28102 0.58
F -1.71828 -2.53143 -3.41132 0.16
S 4.46112 3.71698 -1.34404 0.26
C 3.22488 2.81638 -1.05659 0.08
N 2.26278 2.13125 -0.83427 0.07
Br -3.29203 2.53558 -0.18197 0.00
C -2.07772 3.93793 -0.52135 0.00
C -2.45852 4.93860 -1.40448 0.00
C -1.57795 5.96332 -1.71708 0.00
C -0.30884 5.99759 -1.15932 0.00
C 0.07885 5.00797 -0.26971 0.00
C -0.81016 3.98927 0.04524 0.00
I -0.16713 2.53683 1.41190 -0.01
H -3.44592 4.90766 -1.84356 0.00
H -1.89091 6.74001 -2.40199 0.00
H 0.37920 6.79449 -1.40660 0.00
H 1.06264 5.03090 0.17976 0.00
```

* net charge: +1
* highest occupied orbital energy (alpha / beta): -11.707 / -11.733 eV
* <S²>: 6.041
* electronic energy: -143058.5159 eV
* 2S+1: 5

Quick rundown of energy above the lowest of the compared OMol25 structures with the same formula, charge and spin, same order as above: 0.00, 1.54, 61.12, 0.00 kcal/mol
Quick rundown of max |F|, same order as above: 0.04536, 0.00959, 0.05423, 0.01465 hartree/bohr